# 1
{
  "formula": "C36H45CoN3O3P2SSi2",
  "method": "ωB97M-V/def2-TZVPD",
  "homo_lumo_gap_ev": [7.6, 6.3],
  "lumo_ev": [2.331, 1.134],
  "homo_ev": [-5.230, -5.188],
  "spin_multiplicity": 5,
  "total_charge": -1,
  "species": ["Co", "C", "Si", "C", "C", "N", "P", "C", "P", "N", "Si", "C", "C", "C", "C", "C", "C", "C", "C", "C", "C", "C", "C", "C", "C", "C", "C", "C", "C", "C", "C", "C", "C", "C", "C", "C", "C", "C", "H", "H", "H", "H", "H", "H", "H", "H", "H", "H", "H", "H", "H", "H", "H", "H", "H", "H", "H", "H", "H", "H", "H", "H", "H", "H", "H", "H", "H", "H", "H", "H", "H", "H", "H", "H", "H", "H", "C", "C", "C", "O", "C", "O", "O", "H", "H", "H", "H", "H", "H", "H", "S", "C", "N"],
  "positions_angstrom": [[-0.6360, -1.6158, -0.4335], [-2.8223, -3.0530, 1.8926], [-1.5596, -1.9367, 2.6569], [-2.3720, -1.0685, 4.1079], [-0.1410, -2.9496, 3.3345], [-0.8660, -0.8442, 1.5052], [-1.0063, 0.7205, 1.2686], [-0.4795, 1.1606, -0.3395], [1.1676, 0.8104, -0.7718], [1.3789, -0.7577, -0.7147], [2.6213, -1.8504, -1.2425], [4.2929, -1.0006, -1.4964], [2.9503, -3.0521, 0.1446], [2.1913, -2.6900, -2.8457], [1.3930, 1.5694, -2.4161], [0.2956, 2.0210, -3.1392], [0.4486, 2.4885, -4.4398], [1.7058, 2.5170, -5.0224], [2.8144, 2.0927, -4.2967], [2.6588, 1.6261, -3.0015], [2.4156, 1.6936, 0.2176], [2.6385, 3.0604, 0.0533], [3.5921, 3.7125, 0.8192], [4.3308, 3.0017, 1.7577], [4.1084, 1.6441, 1.9324], [3.1517, 0.9912, 1.1654], [-0.0944, 1.6544, 2.5391], [0.5760, 0.9755, 3.5482], [1.2698, 1.6784, 4.5264], [1.3108, 3.0635, 4.4876], [0.6574, 3.7501, 3.4691], [-0.0447, 3.0483, 2.5024], [-2.7053, 1.3485, 1.4419], [-3.1857, 1.8915, 2.6314], [-4.5199, 2.2569, 2.7476], [-5.3871, 2.0695, 1.6799], [-4.9170, 1.5248, 0.4915], [-3.5810, 1.1747, 0.3699], [-3.2260, -3.7432, 2.6393], [-2.3908, -3.6381, 1.0773], [-3.6372, -2.4652, 1.4638], [-2.5464, -1.8117, 4.8927], [-3.3379, -0.6359, 3.8335], [-1.7495, -0.2752, 4.5315], [-0.4919, -3.9214, 3.6933], [0.3420, -2.4385, 4.1737], [0.6102, -3.1276, 2.5617], [4.4557, -0.1512, -0.8274], [4.4426, -0.6644, -2.5245], [5.0658, -1.7421, -1.2715], [3.5240, -2.5485, 0.9306], [3.5450, -3.8980, -0.2135], [2.0319, -3.4458, 0.5746], [2.5358, -2.0830, -3.6889], [1.1145, -2.8144, -2.9318], [2.6534, -3.6784, -2.9218], [-0.6799, 2.0206, -2.6672], [-0.4176, 2.8302, -4.9926], [1.8261, 2.8741, -6.0378], [3.8013, 2.1271, -4.7413], [3.5286, 1.3148, -2.4373], [2.0697, 3.6129, -0.6869], [3.7620, 4.7736, 0.6852], [5.0772, 3.5095, 2.3565], [4.6762, 1.0914, 2.6707], [2.9618, -0.0680, 1.2982], [0.5657, -0.1082, 3.5510], [1.7890, 1.1410, 5.3106], [1.8605, 3.6113, 5.2436], [0.7001, 4.8316, 3.4298], [-0.5624, 3.5828, 1.7128], [-2.5215, 2.0288, 3.4766], [-4.8823, 2.6796, 3.6767], [-6.4314, 2.3413, 1.7770], [-5.5869, 1.3553, -0.3416], [-3.2150, 0.7423, -0.5516], [-2.7636, -0.4210, -4.1491], [-2.2645, -1.5304, -3.2365], [-2.2740, -2.8847, -3.9213], [-0.8946, -1.2566, -2.8870], [-3.1589, -1.5969, -1.9830], [-4.3702, -1.6786, -2.1578], [-2.5714, -1.5975, -0.8446], [-2.1796, -0.3987, -5.0725], [-2.6793, 0.5504, -3.6511], [-3.8139, -0.5882, -4.3806], [-1.7429, -2.8299, -4.8741], [-3.3026, -3.1993, -4.0892], [-1.7783, -3.6242, -3.2887], [-0.8008, -0.2947, -2.8414], [0.0180, -6.3163, -1.0648], [-0.1221, -4.7088, -0.8050], [-0.2156, -3.5615, -0.6088]],
  "forces_ev_per_angstrom": [[0.2057, -0.1794, -0.1665], [-0.1254, -0.0803, -0.1698], [0.1339, 0.0788, -0.0416], [-0.0851, 0.1030, 0.0912], [0.0923, -0.1129, 0.1146], [-0.1740, -0.0224, -0.1525], [0.1754, 0.3311, -0.1162], [0.0843, -0.0556, 0.3096], [-0.2969, 0.1394, 0.2569], [-0.1980, -0.1567, -0.3681], [-0.0038, 0.2257, 0.1986], [0.0698, 0.0545, -0.0317], [0.0528, -0.1040, 0.0974], [-0.0119, -0.0757, -0.1276], [0.0792, -0.0931, -0.0637], [-0.0785, 0.0661, -0.1073], [0.0479, -0.0047, 0.0211], [0.0172, -0.0127, 0.0138], [-0.0421, 0.0203, 0.0087], [-0.0239, 0.0468, -0.0050], [0.0737, 0.0426, -0.0627], [0.0008, -0.0256, -0.0149], [-0.0028, -0.0310, 0.0347], [-0.0164, 0.0337, -0.0044], [-0.0690, -0.0412, -0.0014], [-0.0389, 0.0671, 0.1107], [-0.0454, 0.0410, 0.0586], [0.0724, 0.0255, 0.0087], [0.0169, -0.0133, -0.0400], [-0.0032, 0.0128, -0.0320], [0.0242, -0.0456, -0.0004], [-0.0146, -0.0271, 0.0089], [-0.0398, -0.0139, -0.0158], [0.0204, 0.0320, -0.0087], [-0.0102, -0.0025, -0.0222], [0.0172, -0.0167, -0.0072], [0.0366, 0.0078, 0.0296], [-0.0111, -0.0217, -0.0056], [0.0036, 0.0135, 0.0039], [-0.0283, -0.0215, 0.0292], [-0.0012, -0.0475, 0.0033], [-0.0177, 0.0284, 0.0021], [0.0507, -0.0208, 0.0176], [-0.0289, -0.0333, 0.0070], [0.0311, 0.0230, 0.0185], [0.0439, -0.0280, -0.0362], [-0.0266, -0.0151, 0.0003], [0.0118, -0.0645, -0.0221], [0.0176, -0.0254, 0.0148], [0.0378, 0.0238, -0.0540], [-0.0384, -0.0400, 0.0109], [-0.0058, 0.0212, 0.0277], [-0.0156, -0.0218, 0.0178], [-0.0571, -0.0205, 0.0037], [-0.0764, -0.0305, -0.0320], [0.0164, 0.0452, 0.0162], [-0.0028, -0.0495, 0.0392], [0.0033, -0.0021, -0.0036], [0.0067, 0.0021, 0.0057], [-0.0022, -0.0006, -0.0056], [-0.0299, -0.0109, -0.0108], [0.0101, -0.0107, 0.0076], [-0.0035, 0.0008, -0.0049], [-0.0007, -0.0011, -0.0070], [0.0017, -0.0036, -0.0088], [0.0105, 0.0130, -0.0024], [-0.0058, 0.0214, 0.0082], [-0.0068, -0.0012, -0.0009], [-0.0115, -0.0013, -0.0031], [-0.0072, -0.0039, -0.0022], [0.0016, -0.0088, 0.0042], [-0.0006, -0.0121, -0.0270], [-0.0022, -0.0017, -0.0011], [0.0094, 0.0033, -0.0047], [-0.0065, 0.0060, 0.0080], [-0.0004, 0.0001, 0.0492], [-0.0996, -0.0568, -0.1002], [0.1882, 0.2043, -0.1109], [0.0319, -0.0830, 0.0345], [-0.0269, -0.0058, 0.1220], [-0.0439, -0.3093, 0.2173], [-0.0355, 0.1414, -0.0090], [0.0522, 0.2648, -0.1294], [0.0112, 0.0053, 0.0272], [-0.0115, 0.0048, 0.0061], [0.0088, 0.0230, -0.0131], [0.0042, 0.0099, 0.0224], [-0.0044, -0.0047, -0.0231], [-0.0204, 0.0103, 0.0013], [0.0959, -0.0885, 0.0937], [0.0109, 0.2734, 0.0197], [0.0139, -0.3738, -0.0085], [0.0151, 0.0673, -0.0166]],
  "mulliken_charge": [1.61, -1.04, 0.15, -1.14, -0.92, 0.03, 1.65, -1.82, 2.41, 0.21, 0.40, -1.30, -0.91, -0.75, 0.20, -0.52, -0.77, -0.63, -0.83, -0.34, 0.37, -0.60, -0.76, -0.64, -0.77, -0.23, 0.45, -0.48, -0.75, -0.55, -0.80, -0.38, 0.39, -0.52, -0.68, -0.58, -0.62, -0.30, 0.44, 0.19, 0.21, 0.44, 0.26, 0.30, 0.39, 0.31, 0.11, 0.31, 0.27, 0.46, 0.25, 0.41, 0.06, 0.31, -0.06, 0.42, 0.39, 0.44, 0.38, 0.43, 0.50, 0.50, 0.42, 0.39, 0.42, 0.30, 0.24, 0.41, 0.37, 0.39, 0.47, 0.39, 0.41, 0.38, 0.46, -0.06, -1.86, 2.14, -1.90, -0.39, -0.16, -0.78, -0.44, 0.41, 0.42, 0.39, 0.43, 0.41, 0.31, -0.25, -0.48, 0.79, -0.99]
}

# 2
{
  "formula": "C36H45N9",
  "method": "ωB97M-V/def2-TZVPD",
  "homo_lumo_gap_ev": 7.1,
  "relative_energy_kj_mol": 3820.5,
  "lumo_ev": 0.408,
  "homo_ev": -6.717,
  "spin_multiplicity": 1,
  "total_charge": 0,
  "species": ["N", "C", "C", "C", "C", "H", "H", "H", "H", "H", "N", "C", "C", "C", "C", "H", "H", "H", "H", "H", "N", "C", "C", "C", "C", "H", "H", "H", "H", "H", "N", "C", "C", "C", "C", "H", "H", "H", "H", "H", "N", "C", "C", "C", "C", "H", "H", "H", "H", "H", "N", "C", "C", "C", "C", "H", "H", "H", "H", "H", "N", "C", "C", "C", "C", "H", "H", "H", "H", "H", "N", "C", "C", "C", "C", "H", "H", "H", "H", "H", "N", "C", "C", "C", "C", "H", "H", "H", "H", "H"],
  "positions_angstrom": [[-2.2804, -11.9950, 27.4863], [-1.2474, -12.9302, 27.7382], [-0.0731, -12.2028, 27.9750], [-0.4184, -10.9060, 27.8560], [-1.7407, -10.7573, 27.5822], [-3.2775, -12.0875, 27.3542], [-1.2952, -14.0049, 27.6429], [0.9122, -12.6049, 28.1595], [0.1824, -10.0260, 28.0323], [-2.4090, -9.9307, 27.3915], [-0.1939, -20.9647, 26.3559], [0.5988, -20.5797, 27.4672], [0.4625, -21.6399, 28.4187], [-0.1569, -22.6951, 27.8592], [-0.6416, -22.2449, 26.5958], [-0.3256, -20.4338, 25.5068], [0.9698, -19.5765, 27.6167], [0.7302, -21.6301, 29.4649], [-0.4776, -23.5761, 28.3953], [-1.1498, -22.7201, 25.7697], [0.1947, -18.3132, 30.7603], [-0.4618, -18.7926, 31.8454], [-1.1920, -19.9194, 31.4183], [-0.9249, -20.0650, 30.0473], [-0.1834, -19.0334, 29.6413], [0.9447, -17.6395, 30.6989], [-0.1662, -18.3029, 32.7615], [-1.8244, -20.5997, 31.9694], [-1.3232, -20.8662, 29.4424], [0.2345, -18.7571, 28.6846], [-1.2375, -16.5413, 23.9679], [-0.7793, -16.1724, 25.2265], [-1.4459, -15.0473, 25.6505], [-2.1945, -14.6419, 24.5821], [-2.1498, -15.5759, 23.5393], [-0.8966, -17.3347, 23.4441], [-0.0550, -16.8350, 25.6767], [-1.4812, -14.5169, 26.5906], [-2.6849, -13.6813, 24.6379], [-2.6267, -15.7922, 22.5948], [1.4708, -14.0837, 25.4226], [2.5505, -14.8417, 25.0766], [3.5868, -14.5286, 26.0616], [3.0984, -13.6348, 26.8979], [1.7745, -13.4736, 26.6356], [0.5715, -14.0678, 24.9633], [2.5941, -15.3745, 24.1382], [4.6309, -14.7914, 25.9767], [3.5907, -13.0769, 27.6808], [1.1230, -12.6653, 26.9335], [1.4823, -16.5654, 29.4582], [0.5329, -15.6324, 29.8321], [0.3904, -15.5690, 31.1516], [1.2095, -16.5895, 31.7447], [1.8605, -17.1457, 30.6248], [1.6377, -16.8476, 28.5009], [0.1547, -15.0007, 29.0420], [-0.2617, -14.8491, 31.6238], [1.3731, -16.7993, 32.7915], [2.6530, -17.8779, 30.5777], [6.2773, -16.5769, 26.5043], [5.5881, -17.7657, 26.4354], [4.2804, -17.4793, 26.9990], [4.2770, -16.1695, 27.4012], [5.5132, -15.6243, 27.0920], [7.1640, -16.3364, 26.0847], [6.0048, -18.6340, 25.9466], [3.3940, -18.0912, 26.9197], [3.4340, -15.6014, 27.7659], [5.8348, -14.5940, 27.1302], [3.0894, -19.5833, 29.9144], [4.2779, -19.6247, 29.1753], [3.9329, -19.3275, 27.9012], [2.5994, -18.9920, 27.8883], [2.0751, -19.2860, 29.1078], [3.0485, -19.7898, 30.9022], [5.1519, -20.0304, 29.6631], [4.5294, -19.2499, 27.0041], [2.0911, -18.6620, 26.9944], [1.0679, -19.3890, 29.4837], [1.5762, -15.7674, 26.8692], [0.2602, -15.4691, 27.1332], [-0.3798, -16.5746, 27.6358], [0.5293, -17.6267, 27.6698], [1.7226, -17.0999, 27.1507], [2.3300, -15.1372, 26.6351], [-0.0561, -14.4385, 27.0691], [-1.3861, -16.5678, 28.0279], [0.3490, -18.6482, 27.9705], [2.5826, -17.7012, 26.8950]],
  "forces_ev_per_angstrom": [[1.2021, -1.1909, 0.2800], [-0.2609, 1.3077, 0.5531], [-2.1451, -2.0486, 1.5667], [0.2290, 4.4012, 0.3486], [-0.9565, -0.2573, -0.4343], [0.3475, -0.7483, -0.0082], [-1.1019, 1.4725, 1.8953], [-1.4323, 0.5590, 1.9657], [0.3575, -0.1764, -0.0883], [0.4569, 0.2634, 0.1875], [1.2067, -0.6706, 2.3384], [-2.4551, -2.5811, -0.0518], [2.5928, 2.6506, -0.6767], [-2.7881, -0.5988, -2.7412], [0.5510, -0.2456, -0.0882], [0.0636, -0.2342, 0.2604], [-0.5611, -3.2061, -1.7797], [0.5760, 0.1741, -0.3293], [0.1328, -0.1578, -0.3416], [-0.1125, -0.3490, 0.3163], [-8.3108, -6.3107, -2.5039], [0.4607, -0.9862, -0.6078], [0.5017, 0.6102, 1.1612], [-2.7307, -1.0643, 0.3486], [-3.9628, 0.7860, 3.3929], [-6.6429, -3.9082, 0.9736], [-0.7046, -0.4411, 0.4071], [0.1189, 0.2256, 0.3184], [-0.2063, 0.3372, 0.0810], [-3.9157, -1.2630, 9.2957], [-0.4196, 1.7596, 0.8586], [-0.2266, -2.3199, -1.8710], [-0.1053, -0.9802, -0.8744], [-2.0504, 0.7074, -2.4397], [1.0662, -0.5524, 0.8334], [-0.1668, 0.2648, 0.1326], [-0.3318, -0.0222, -0.9741], [-0.8033, -1.2280, -2.3616], [-0.5586, -0.1851, -0.5109], [-0.1929, 0.7706, 0.0757], [1.9638, 1.6986, -0.5384], [2.5088, 2.9453, -1.0788], [1.2896, 0.2515, -8.7231], [-1.0093, 3.6703, 2.4788], [-0.3566, 3.0923, -3.9138], [0.0509, -0.2174, 0.1616], [0.0302, -0.3107, 0.3600], [-1.8423, 0.7963, -1.4744], [0.1750, -0.3076, 0.1594], [1.2991, -1.2130, -1.7180], [0.0824, 3.5813, 6.2150], [0.8955, 1.0040, -2.0445], [0.1108, -0.4139, 2.7056], [2.7359, 5.0065, -0.2726], [11.5627, 7.1318, 0.8358], [1.0879, -0.0114, 1.7169], [-0.1152, -0.0074, 1.4356], [-0.0295, -0.2328, 0.2507], [-0.0570, -0.2416, -0.2794], [-0.4508, 0.7927, 0.5847], [-0.1315, 0.2371, 0.0750], [-1.3775, 1.8293, 0.0478], [3.8182, 1.7048, -3.5035], [1.2655, -0.2971, 1.8747], [1.3544, -1.2706, 1.9114], [-0.0807, -0.4858, 0.1408], [-0.0224, 0.0936, 0.1655], [5.8321, 0.9301, -1.6358], [1.0223, -0.9382, 0.8178], [0.3804, -0.2448, 0.4073], [2.3627, -1.4169, 0.1226], [-0.1469, -1.0670, 1.3504], [1.9724, -3.0423, 1.1625], [-0.3816, -5.1790, 2.3690], [3.2352, -0.6862, -0.1387], [-0.2152, -0.0896, -0.2927], [0.1842, 0.3532, -0.2859], [-0.1411, -2.2462, 1.2161], [-0.3752, -4.1411, 0.6874], [3.0984, -1.0165, -0.0816], [-5.1536, -4.4583, 3.4961], [2.9496, -0.2260, 2.0713], [-0.8115, -0.5187, 0.6262], [-0.6212, 2.5952, -6.0328], [-2.3424, 2.1264, -4.7029], [-0.7838, -2.2067, 1.4488], [1.3229, -1.2648, 0.4640], [-0.0175, -0.1586, -0.0571], [0.5673, 3.4150, -8.5463], [-3.4160, 6.0912, -0.9466]],
  "mulliken_charge": [-0.09, -1.33, 0.56, -1.53, -0.43, 0.25, 1.63, 0.79, 0.39, 0.42, -0.01, 1.74, -0.63, -1.09, -0.68, 0.24, -0.99, 0.59, 0.39, 0.43, 0.02, -0.56, -1.18, -0.41, 0.32, 1.35, 0.41, 0.44, 0.61, -1.64, 0.01, -0.34, 1.08, -0.83, -1.00, 0.21, 0.27, -0.13, 0.52, 0.42, 0.06, -0.74, -1.42, -0.22, -0.66, 0.25, 0.43, 1.12, 0.41, 1.06, 0.53, -0.69, -0.68, -1.88, -0.59, 1.46, 0.42, 0.53, 0.85, 1.05, 0.08, -1.33, 0.46, 0.41, -1.51, 0.25, 0.48, 0.45, -0.08, 0.67, 0.01, -2.14, -1.02, 2.30, 0.35, 0.34, 0.39, 0.62, 0.07, -0.50, 0.89, -1.72, -0.04, 2.89, -0.04, 0.47, -1.85, 0.57, -1.88, -1.10]
}

These records have molecular weight values of 776.894 603.819 g mol⁻¹, in the order they appear.